Below is 14 unconnected molecules or ions with the total composition C42H112O14 at a distorted geometry, with properties calculated with ωB97M-V/def2-TZVPD.

The LUMO energy is 0.3567 eV. Its HOMO energy is -9.266 eV. As for the total energy: -2720.55026 hartree. The energy relative to the best compared isomer or geometry (same formula, charge and spin) comes out at 150.0 kcal per mole.

Element x y z (Å)
C  2.09  -2.73  -6.43
C  2.67  -1.28  -6.42
C  1.62  -0.30  -5.94
O  3.72  -1.20  -5.53
H  1.16  -2.91  -6.97
H  1.94  -3.35  -5.54
H  2.82  -3.32  -6.98
H  3.12  -0.93  -7.34
H  0.89  -0.15  -6.73
H  1.97  0.70  -5.68
H  0.98  -0.62  -5.11
H  3.35  -1.38  -4.66
C  -2.21  -1.68  6.59
C  -1.82  -0.63  5.56
C  -1.57  -1.21  4.19
O  -2.96  0.15  5.43
H  -2.13  -1.33  7.62
H  -1.51  -2.52  6.65
H  -3.23  -2.01  6.43
H  -0.89  -0.19  5.94
H  -1.13  -0.46  3.54
H  -2.48  -1.73  3.90
H  -0.86  -2.04  4.25
H  -2.83  0.99  5.00
C  3.99  -2.30  -1.89
C  3.43  -0.88  -1.87
C  4.41  0.17  -2.31
O  2.31  -0.91  -2.81
H  4.68  -2.54  -2.70
H  3.25  -3.05  -1.62
H  4.70  -2.33  -1.06
H  3.03  -0.53  -0.92
H  5.21  0.09  -1.57
H  4.01  1.18  -2.15
H  4.77  0.13  -3.34
H  1.89  -1.77  -2.80
C  -0.88  -5.59  -2.90
C  -0.15  -4.51  -3.74
C  -1.00  -3.35  -4.17
O  1.09  -4.16  -3.04
H  -1.84  -5.71  -3.39
H  -1.02  -5.26  -1.87
H  -0.24  -6.47  -2.82
H  0.19  -5.00  -4.66
H  -1.91  -3.68  -4.68
H  -0.51  -2.68  -4.88
H  -1.31  -2.85  -3.25
H  1.59  -4.96  -2.86
C  0.78  -5.11  0.48
C  0.83  -4.10  1.64
C  0.39  -4.64  2.99
O  2.12  -3.58  1.74
H  1.65  -5.77  0.46
H  0.94  -4.56  -0.45
H  -0.24  -5.48  0.39
H  0.26  -3.20  1.44
H  0.08  -3.87  3.70
H  1.08  -5.31  3.49
H  -0.53  -5.19  2.81
H  2.41  -3.40  2.64
C  -0.78  -0.23  -1.84
C  -0.23  0.96  -1.11
C  0.20  0.61  0.36
O  0.87  1.56  -1.71
H  -0.62  -0.21  -2.92
H  -1.84  -0.46  -1.73
H  -0.25  -1.13  -1.55
H  -0.90  1.81  -1.06
H  0.36  -0.45  0.59
H  -0.61  0.92  1.02
H  1.15  1.06  0.63
H  1.63  0.97  -1.60
C  -3.98  0.69  1.95
C  -3.36  1.42  0.73
C  -4.35  1.78  -0.35
O  -2.73  2.57  1.17
H  -4.87  1.22  2.29
H  -3.23  0.60  2.74
H  -4.12  -0.34  1.64
H  -2.64  0.64  0.49
H  -5.11  2.54  -0.14
H  -4.77  0.80  -0.56
H  -3.85  2.01  -1.29
H  -2.56  3.20  0.46
C  -5.42  -2.73  -3.63
C  -5.53  -1.55  -2.69
C  -4.76  -0.35  -3.31
O  -6.92  -1.21  -2.57
H  -6.05  -2.56  -4.51
H  -5.77  -3.71  -3.29
H  -4.37  -2.87  -3.89
H  -5.09  -1.74  -1.72
H  -4.81  0.54  -2.68
H  -5.14  -0.03  -4.28
H  -3.72  -0.70  -3.36
H  -7.24  -0.97  -3.45
C  4.22  0.03  5.33
C  2.71  -0.14  5.10
C  2.28  -0.49  3.59
O  2.35  -1.31  5.85
H  4.67  -0.55  6.13
H  4.34  1.05  5.70
H  4.93  0.07  4.50
H  1.97  0.54  5.53
H  1.21  -0.63  3.41
H  2.86  -1.31  3.16
H  2.65  0.35  3.02
H  2.83  -1.94  5.31
C  6.17  3.40  3.04
C  4.77  3.46  2.60
C  4.41  2.31  1.70
O  3.80  3.55  3.65
H  7.01  3.20  2.38
H  6.25  2.64  3.82
H  6.48  4.35  3.48
H  4.71  4.34  1.96
H  3.46  2.55  1.21
H  4.38  1.32  2.15
H  5.10  2.22  0.86
H  3.27  4.32  3.43
C  3.38  3.71  -3.65
C  2.17  4.60  -3.09
C  2.05  5.98  -3.87
O  0.98  3.83  -3.28
H  4.34  4.21  -3.49
H  3.42  3.53  -4.72
H  3.31  2.68  -3.29
H  2.29  4.83  -2.03
H  1.55  5.86  -4.83
H  2.99  6.50  -3.99
H  1.23  6.55  -3.44
H  0.96  3.05  -2.72
C  -1.56  6.17  -1.75
C  -1.08  5.02  -0.91
C  -0.86  5.30  0.57
O  -2.22  4.10  -1.01
H  -2.46  6.63  -1.35
H  -1.51  6.02  -2.83
H  -0.70  6.82  -1.63
H  -0.15  4.63  -1.31
H  -0.79  4.34  1.09
H  -1.61  5.89  1.08
H  -0.03  6.01  0.65
H  -2.31  4.01  -1.96
C  -4.44  -3.58  0.60
C  -3.23  -4.10  -0.15
C  -2.29  -3.00  -0.64
O  -2.63  -4.89  0.81
H  -4.18  -2.90  1.41
H  -5.08  -4.36  1.04
H  -5.01  -3.00  -0.12
H  -3.59  -4.85  -0.85
H  -2.59  -2.55  -1.58
H  -1.27  -3.38  -0.73
H  -2.14  -2.27  0.15
H  -2.53  -5.77  0.46
C  -1.51  3.47  6.30
C  -1.25  3.35  4.81
C  0.07  2.77  4.24
O  -2.33  2.60  4.28
H  -2.05  2.70  6.85
H  -2.18  4.32  6.42
H  -0.61  3.50  6.91
H  -1.51  4.29  4.34
H  0.00  2.38  3.22
H  0.68  2.15  4.90
H  0.88  3.50  4.18
H  -2.23  2.64  3.33

Results of the Mulliken charge analysis, in e, for atoms 1 through 4:
1. C -1.08
2. C 0.41
3. C -1.01
4. O -0.62

=====

Below is 2 unconnected molecules or ions with the total composition C6H15NO2 at a distorted geometry, with properties calculated with ωB97M-V/def2-TZVPD.

The LUMO energy is 0.6833 eV. Its HOMO energy is -9.597 eV. As for the total energy: -442.80297 hartree. The energy relative to the best compared isomer or geometry (same formula, charge and spin) comes out at 49.1 kcal per mole.

Element x y z (Å)
C  -2.11  -2.14  -0.90
C  -1.62  -1.55  0.43
C  -1.81  -0.11  0.68
N  -1.76  0.51  1.97
O  -2.25  0.56  -0.22
H  -1.36  -1.73  -1.71
H  -3.02  -1.72  -1.14
H  -2.22  -3.15  -1.06
H  -2.20  -2.09  1.24
H  -0.52  -1.93  0.45
H  -1.76  1.55  1.91
H  -1.21  0.19  2.71
C  1.73  2.38  -0.41
C  1.40  0.87  -0.32
C  2.36  -0.05  -0.97
O  1.16  0.51  1.01
H  0.94  2.97  -0.92
H  2.62  2.60  -0.88
H  1.71  2.81  0.63
H  0.33  0.67  -0.76
H  3.30  0.06  -0.37
H  2.09  -1.06  -0.78
H  2.60  0.08  -2.02
H  1.58  -0.25  1.42

Results of the natural (NBO) charge analysis, in e, for atoms 1 through 4:
1. C -0.58
2. C -0.51
3. C 0.68
4. N -0.83

=====

Below is 2 unconnected molecules or ions with the total composition C2H7N2OP at a distorted geometry, with properties calculated with ωB97M-V/def2-TZVPD.

The LUMO energy (alpha / beta) is -0.6132 / -1.0040 eV. Its HOMO energy (alpha / beta) is -7.049 / -7.549 eV. As for the total energy: -606.36650 hartree. The energy relative to the best compared isomer or geometry (same formula, charge and spin) comes out at 117.7 kcal per mole.

Element x y z (Å)
C  -1.31  -1.41  -0.18
C  1.50  0.83  0.92
N  0.04  -0.78  -0.09
N  0.29  0.03  0.92
O  -0.37  1.52  -1.97
P  -1.23  2.12  -0.90
H  -1.78  -1.22  -1.20
H  -1.09  -2.52  -0.16
H  -1.96  -1.25  0.66
H  2.31  0.21  1.40
H  1.84  1.34  0.00
H  1.18  1.61  1.62
H  0.58  -0.48  -1.03

Results of the natural (NBO) charge analysis, in e, for atoms 1 through 4:
1. C -0.43
2. C -0.49
3. N -0.37
4. N -0.28